# C2H2ClOPS2

An isolated molecule of C2H2ClOPS2 at a distorted geometry (the ωB97M-V functional and the def2-TZVPD basis, OMol25).

CARTESIAN COORDINATES (ANGSTROEM)
H -0.47521 1.91463 0.15109
S -0.88679 -1.24029 2.88605
O 0.36354 0.17054 0.67576
C -0.28135 0.72171 -1.58340
H -0.69674 1.52879 -2.17160
P 0.05416 -1.46727 1.14169
C -0.15116 0.95299 -0.24000
Cl 1.95983 -1.90267 1.56495
S 0.11372 -0.67843 -2.42455

Results
HOMO energy (alpha / beta): -8.77 / -8.91 eV
Total energy: -47634.2297 eV
Energy relative to the best compared isomer or geometry (same formula, charge and spin): 248.6 kJ/mol
Orbital gap (alpha / beta): 5.55 / 6.90 eV

***

# C2H2CrF3NO4S

A structure of composition C2H2CrF3NO4S at a distorted geometry (the ωB97M-V functional and the def2-TZVPD basis, OMol25).

CARTESIAN COORDINATES (ANGSTROEM)
F 2.44757 0.25336 -2.10551
H -1.50581 0.47655 -1.11319
F 3.57547 0.49314 -0.28117
Cr -0.76535 -0.50931 1.34498
N -0.32050 0.23300 -0.55226
O -2.18920 -1.79502 0.93276
O 1.26115 2.30517 -0.30833
C 2.44315 0.03146 -0.79585
F 2.37740 -1.27499 -0.58408
C -2.92745 -0.71154 0.55435
H -3.85622 -1.11997 0.07736
O -2.58292 0.25473 1.44516
O 1.07078 0.46985 1.41859
S 0.97193 0.89356 -0.03282

Results
HOMO energy (alpha / beta): -8.48 / -11.02 eV
Spin multiplicity: 5
Total energy: -59191.9543 eV
<S²>: 6.01
Energy relative to the best compared isomer or geometry (same formula, charge and spin): 0.0 kJ/mol
Orbital gap (alpha / beta): 7.30 / 9.79 eV

***

# C2H2CsFO2

A structure of composition C2H2CsFO2 at a distorted geometry (the ωB97M-V functional and the def2-TZVPD basis, OMol25).

CARTESIAN COORDINATES (ANGSTROEM)
C -0.17142 -1.23607 1.10286
H -0.40192 0.35571 2.71183
O 0.09068 -1.38623 -0.06520
C -0.36836 0.20519 1.61551
Cs 0.48076 1.03174 -2.70836
O -0.21769 1.10863 0.83178
H -0.35083 -2.08013 1.79191
F 0.93878 2.00116 -5.28032

Results
HOMO energy: -7.87 eV
Total energy: -9465.3145 eV
Energy relative to the best compared isomer or geometry (same formula, charge and spin): 0.0 kJ/mol
Orbital gap: 5.84 eV

***

# C2H2CuFLi2O

A structure of composition C2H2CuFLi2O at a distorted geometry (the ωB97M-V functional and the def2-TZVPD basis, OMol25).

CARTESIAN COORDINATES (ANGSTROEM)
H -0.72051 -2.05870 1.29636
H 1.08845 -0.52672 1.95416
Li -0.52357 0.06276 -2.14707
F -1.03977 0.78368 -3.61107
C -0.52085 -1.22631 0.60717
Cu 1.98462 1.87189 0.38848
O 0.82590 0.65582 0.24658
C 0.47867 -0.44304 1.04184
Li -1.57295 0.88062 0.22357

Results
Net charge: +1
HOMO energy (alpha / beta): -13.12 / -13.12 eV
Spin multiplicity: 2
Total energy: -51911.1080 eV
<S²>: 0.76
Orbital gap (alpha / beta): 7.69 / 5.88 eV

***

# C2H2CuFO2

A structure of composition C2H2CuFO2 at a distorted geometry (the ωB97M-V functional and the def2-TZVPD basis, OMol25).

CARTESIAN COORDINATES (ANGSTROEM)
O 0.43925 -1.11589 0.14133
H 1.10641 0.32648 1.57692
C -0.27609 1.13188 0.43765
Cu -1.53764 -1.34666 -0.49874
O -1.40439 0.81197 0.07632
F 1.87135 0.63328 -0.34937
H 0.01411 2.19676 0.53117
C 0.82056 0.06056 0.48540

Results
HOMO energy: -9.05 eV
Total energy: -53556.3678 eV
Energy relative to the best compared isomer or geometry (same formula, charge and spin): 0.0 kJ/mol
Orbital gap: 7.81 eV

***

# C2H2CuO2

A structure of composition C2H2CuO2 at a distorted geometry (the ωB97M-V functional and the def2-TZVPD basis, OMol25).

CARTESIAN COORDINATES (ANGSTROEM)
Cu 2.04053 0.79978 0.09595
H -0.65010 2.07751 -0.08040
C -0.74994 -1.06635 -0.06908
H -1.22502 -2.03447 0.03350
C -0.88308 0.18896 -0.01449
O 1.59063 -1.24258 -0.00454
O -0.12303 1.27715 0.03906

Results
HOMO energy (alpha / beta): -8.98 / -8.24 eV
Spin multiplicity: 2
Total energy: -50833.4769 eV
<S²>: 0.79
Energy relative to the best compared isomer or geometry (same formula, charge and spin): 283.9 kJ/mol
Orbital gap (alpha / beta): 7.90 / 7.20 eV

***

# C2H2DyO2

A structure of composition C2H2DyO2 at a distorted geometry (the ωB97M-V functional and the def2-TZVPD basis, OMol25).

CARTESIAN COORDINATES (ANGSTROEM)
H 3.15779 -0.09916 0.16555
C 2.06823 -0.15301 0.34793
H 1.65249 0.11926 -1.76358
O 1.59213 0.31192 1.41416
C 1.25632 -0.28240 -0.82026
O -0.02392 -0.38262 -0.71230
Dy -1.70218 1.00290 0.10758

Results
Net charge: +2
HOMO energy (alpha / beta): -19.55 / -19.62 eV
Spin multiplicity: 7
Total energy: -30264.4378 eV
<S²>: 12.01
Energy relative to the best compared isomer or geometry (same formula, charge and spin): 0.0 kJ/mol
Orbital gap (alpha / beta): 8.55 / 8.66 eV

***

# C2H2F2I2O

An isolated molecule of C2H2F2I2O at a distorted geometry (the ωB97M-V functional and the def2-TZVPD basis, OMol25).

CARTESIAN COORDINATES (ANGSTROEM)
F 0.74838 -0.61553 -1.76522
I 2.62633 0.56232 0.22806
H -0.72246 0.61209 1.72802
C -0.74651 0.41473 -0.02551
F 0.94738 -1.63962 0.11476
H -0.84727 0.90523 -0.97970
C 0.80840 -0.47379 -0.45875
O -0.56068 1.26016 0.99299
I -2.25357 -1.02558 0.16535

Results
HOMO energy: -9.72 eV
Total energy: -25788.6945 eV
Energy relative to the best compared isomer or geometry (same formula, charge and spin): 102.6 kJ/mol
Structure (SMILES): O[C@H](I)C(F)(F)I
Orbital gap: 9.61 eV